A cluster of 7 separate species, C20H58N4O7 in total at a distorted geometry. Source: the Open Molecules 2025 dataset; level of theory: wB97M-V/def2-TZVPD.

The geometry in ORCA input format:
```
! RIJCOSX wB97M-V def2-TZVPD def2/J DEFGRID3
* xyz 0 1
C 0.13920 -9.31837 -3.19839
C -1.32006 -9.46343 -3.49899
O -1.83172 -10.46279 -2.66626
H 0.19631 -9.32383 -2.10990
H 0.46764 -8.34433 -3.56098
H 0.77809 -10.09736 -3.61443
H -1.42086 -9.48719 -4.58406
H -1.78979 -8.52615 -3.20073
H -1.61730 -10.20714 -1.76612
C 6.60900 -2.64966 -9.71038
C 5.25318 -2.28291 -9.05332
C 4.39245 -3.52574 -8.87287
O 3.14739 -3.14619 -8.51623
C 2.32284 -4.21635 -8.05215
N 5.75718 -1.67797 -7.77128
H 6.44696 -3.40428 -10.48005
H 7.32211 -3.07268 -9.00283
H 7.11948 -1.77741 -10.11867
H 4.88206 -1.60486 -9.82184
H 4.80937 -4.07857 -8.03105
H 4.49815 -4.26643 -9.66552
H 2.77129 -4.55703 -7.11892
H 2.38430 -5.05757 -8.74257
H 1.28996 -3.98324 -7.79347
H 4.93888 -1.73371 -7.18188
H 6.46598 -2.24630 -7.33003
C -8.85274 -6.46802 -8.14035
C -8.52949 -6.72936 -6.70028
C -7.12521 -6.49676 -6.25997
O -6.28155 -7.11540 -7.28272
C -4.92788 -7.00918 -6.91205
N -9.48983 -5.94878 -5.84379
H -8.35276 -5.60846 -8.58676
H -9.91323 -6.29760 -8.32587
H -8.57832 -7.35509 -8.71124
H -8.70321 -7.78661 -6.49995
H -6.89143 -6.86353 -5.26051
H -7.06545 -5.41905 -6.41181
H -4.72572 -7.35873 -5.89961
H -4.70258 -5.94677 -7.00495
H -4.25158 -7.58773 -7.54133
H -10.40592 -5.98634 -6.26742
H -9.62230 -6.21378 -4.87822
C -3.62834 -2.90840 -5.84024
C -2.64801 -1.77558 -5.98887
C -1.51282 -2.08040 -6.99227
O -0.95824 -0.81076 -7.26188
C -0.04525 -0.78420 -8.31587
N -3.35085 -0.59180 -6.24638
H -4.06815 -3.22658 -6.78545
H -4.51260 -2.74251 -5.22487
H -3.12695 -3.79715 -5.45706
H -2.23067 -1.60950 -4.99572
H -1.79103 -2.57394 -7.92346
H -0.74943 -2.69829 -6.51945
H 0.71771 -0.01887 -8.17355
H -0.53625 -0.81381 -9.28857
H 0.58550 -1.67263 -8.28516
H -4.09212 -0.62881 -6.93139
H -2.66350 -0.15176 -6.84136
C 4.11668 -8.93406 -5.90268
C 2.84859 -9.70588 -5.49867
C 1.62943 -9.64092 -6.41486
O 1.39614 -8.35252 -6.80162
C 0.31585 -8.28871 -7.79056
N 3.20068 -11.07340 -5.34707
H 3.94668 -7.86022 -5.98066
H 4.61454 -9.12775 -6.85280
H 4.85900 -9.03977 -5.11154
H 2.47145 -9.37298 -4.53169
H 0.79512 -10.09571 -5.88080
H 1.89293 -10.19229 -7.31744
H -0.58349 -8.52921 -7.22359
H 0.53485 -9.14185 -8.43265
H 0.12532 -7.29287 -8.19069
H 3.92726 -11.34955 -4.70214
H 2.42521 -11.61760 -4.99692
C -0.56448 -5.52064 -5.19403
O -1.71255 -6.21420 -5.47797
H 0.29461 -6.18991 -5.14760
H -0.33666 -4.95988 -6.10053
H -0.69830 -4.91152 -4.30008
H -1.82665 -6.33955 -6.42289
C -2.56559 -5.43198 -9.45737
O -1.18137 -5.54871 -9.55710
H -3.01193 -6.05921 -10.22902
H -2.93482 -5.68689 -8.46400
H -2.86290 -4.45256 -9.83211
H -0.96462 -4.74240 -10.03089
*
```

E_HOMO in hartree: -0.3362
Strongest force on any atom in eV Å⁻¹: 3.8
SMILES string: COC[C@H](C)N.COC[C@H](C)N.COC[C@H](C)N.COC[C@H](C)N.CCO.CO.CO
Gap between HOMO and LUMO in eV: 9.49
ΔE to the lowest compared entry with this formula, charge and spin in eV: 2.669
Total energy in a.u.: -1542.2587